DFT (wB97M-V/def2-TZVPD) results for a structure of composition C8H5Cl2EuNO3SYb in a non-equilibrium geometry.

Geometry as XYZ:
```
22
Properties=species:S:1:pos:R:3:forces:R:3
Eu -2.000 -0.725 -5.185 -0.4 -1.3 0.3
Yb 0.502 -0.050 -0.883 -0.3 0.3 1.9
Cl -1.667 -2.625 -3.551 0.0 1.7 -1.0
Cl -0.331 2.020 -1.847 -0.9 -1.3 -1.0
C 1.604 2.152 -0.154 1.4 4.1 -0.2
C 0.061 -1.844 -6.343 4.6 -3.9 -0.5
C -0.022 0.830 -6.097 4.4 3.1 -0.9
O 1.837 3.274 -0.242 -0.5 -4.2 0.8
O 1.018 -2.481 -6.480 -4.6 3.2 0.4
O 0.948 1.392 -6.370 -4.4 -2.5 1.1
S -0.800 -1.819 0.604 0.3 0.1 -1.3
C -0.359 -0.973 2.038 -0.5 0.7 1.4
N -1.337 -0.791 3.017 1.3 0.7 -0.4
C -1.163 0.055 4.080 0.7 -0.5 -0.6
C 0.055 0.732 4.232 -0.3 -0.1 -0.2
C 1.067 0.520 3.288 0.3 0.1 0.5
C 0.893 -0.377 2.226 -1.0 0.3 -0.1
H -2.228 -1.277 2.898 0.2 0.2 0.1
H -2.003 0.157 4.763 0.2 -0.1 -0.1
H 0.195 1.412 5.084 -0.1 -0.4 -0.5
H 2.027 1.039 3.393 -0.4 -0.2 0.1
H 1.702 -0.620 1.531 0.0 -0.1 0.4
```
Positions in Å, forces in eV/Å.

Properties
gap between HOMO and LUMO (alpha / beta): 2.13 / 5.48 eV
total charge: +4
E_tot: -3774.27524 Ha
2S+1: 8

---

DFT (wB97M-V/def2-TZVPD) results for a cluster of 8 separate species, C11H38O8 in total in a non-equilibrium geometry.

Geometry as XYZ:
```
57
Properties=species:S:1:pos:R:3:forces:R:3
C -0.307 -2.399 -2.240 -0.1 0.2 0.5
C 1.086 -2.102 -2.781 0.2 0.0 0.7
C 2.197 -2.616 -1.901 0.4 0.1 1.0
O 1.158 -2.651 -4.053 -0.3 -1.0 -1.6
H -0.422 -2.252 -1.166 0.4 0.6 0.1
H -0.555 -3.458 -2.305 0.0 0.0 -0.7
H -1.040 -1.750 -2.719 -0.1 -0.4 -0.2
H 1.272 -1.040 -2.939 -0.4 0.5 0.6
H 2.028 -2.297 -0.872 0.0 0.2 0.1
H 3.162 -2.199 -2.187 0.1 0.0 -0.2
H 2.308 -3.698 -1.821 -0.3 -0.1 -0.4
H 2.070 -2.739 -4.339 0.1 0.1 0.1
C 4.031 2.321 -0.465 0.1 1.2 0.4
C 4.489 3.811 -0.464 0.0 0.2 0.6
C 3.643 4.704 0.494 0.2 -0.6 0.7
O 5.856 3.923 -0.058 0.0 0.0 0.2
H 3.063 2.298 -0.965 -0.1 -0.4 0.2
H 3.984 2.024 0.582 -0.5 -0.1 0.0
H 4.713 1.594 -0.908 0.1 0.4 -0.4
H 4.457 4.264 -1.455 -0.5 -0.2 -0.3
H 3.927 5.755 0.537 -0.1 0.0 -0.9
H 3.758 4.470 1.552 0.7 -0.8 0.1
H 2.564 4.567 0.426 0.0 0.2 -0.8
H 6.386 3.773 -0.845 0.2 -0.1 0.1
C -0.091 0.056 1.914 -0.3 -0.2 -1.6
O -1.523 0.138 1.780 0.5 0.0 0.7
H 0.239 0.196 0.885 0.8 0.1 0.0
H 0.361 0.833 2.531 -0.2 -0.2 0.3
H 0.229 -0.955 2.167 -0.3 0.1 0.5
H -1.619 0.855 1.148 -0.6 0.1 -0.1
C -3.443 2.531 -1.865 -0.3 1.3 0.5
O -2.127 2.525 -1.319 -0.1 -0.5 0.0
H -3.526 2.018 -2.823 0.0 -0.1 0.1
H -4.190 2.218 -1.135 0.4 -0.8 0.0
H -3.718 3.582 -1.947 -0.2 0.2 -0.7
H -1.653 3.175 -1.843 0.3 -0.1 0.1
C 0.890 -5.809 1.272 -0.7 1.4 0.3
O 0.795 -7.116 0.807 0.3 -0.8 -0.1
H 0.308 -5.698 2.187 0.0 -0.3 0.1
H 1.878 -5.413 1.504 0.5 -0.6 -0.2
H 0.445 -5.086 0.588 -0.1 0.0 -0.2
H 0.660 -7.136 -0.143 0.1 0.1 0.1
C -1.187 4.447 3.947 0.5 0.0 -0.2
O -1.541 5.516 4.779 -0.3 0.5 0.7
H -1.948 3.669 3.875 -0.1 0.0 0.0
H -0.921 4.827 2.961 0.0 -0.2 -0.3
H -0.283 4.025 4.387 -0.1 -0.2 -0.1
H -2.340 5.948 4.467 0.0 -0.1 -0.1
C -5.446 -2.087 -1.203 0.0 -0.3 0.8
O -5.160 -3.421 -0.758 0.1 0.5 -0.5
H -5.667 -2.068 -2.270 0.0 -0.2 0.1
H -6.291 -1.720 -0.619 -0.3 0.1 -0.3
H -4.634 -1.392 -0.989 0.3 -0.1 -0.2
H -4.460 -3.364 -0.104 0.1 -0.1 0.2
O -2.791 -3.390 1.940 -0.1 -0.1 -0.3
H -2.599 -2.454 2.002 0.1 0.5 0.0
H -2.475 -3.755 2.766 0.0 -0.2 0.2
```
Positions in Å, forces in eV/Å.

Properties
SMILES: CC(C)O.CC(C)O.CO.CO.CO.CO.CO.O
gap between HOMO and LUMO: 10.14 eV
total charge: 0
E_tot: -1043.66566 Ha
2S+1: 1

---

DFT (wB97M-V/def2-TZVPD) results for a cluster of 9 separate species, C24H64F2N9O12S2 in total in a non-equilibrium geometry.

Geometry as XYZ:
```
113
Properties=species:S:1:pos:R:3:forces:R:3
N -0.754 1.492 -0.268 2.1 6.1 3.5
S -0.599 0.046 -0.440 -0.4 -7.3 -2.2
O -0.574 -0.726 0.765 -0.1 0.4 -0.2
O 0.294 -0.302 -1.508 -0.4 -0.1 0.2
F -2.090 -0.203 -1.054 0.6 -0.1 0.1
S 0.274 1.820 1.094 0.1 3.3 2.0
O 1.551 1.189 1.097 -0.9 -0.1 -0.8
O -0.417 2.013 2.353 -0.1 -1.2 -1.9
F 0.579 3.371 0.762 -0.3 -1.2 -0.8
C 3.939 0.018 -2.574 0.3 -0.4 -0.4
C 4.783 -0.925 -1.737 -0.5 1.2 1.3
O 4.793 -0.839 -0.534 0.7 -1.3 -2.5
N 5.720 -1.901 -2.559 -0.4 2.8 0.3
H 6.182 -2.488 -1.878 0.5 -0.5 0.1
H 5.166 -2.425 -3.222 -0.2 -0.5 -0.1
C 6.731 -1.003 -3.374 0.2 -0.3 0.6
H 3.127 0.373 -1.939 0.1 -0.1 -0.2
H 3.590 -0.399 -3.519 -0.2 -0.4 0.1
H 4.534 0.861 -2.925 0.1 0.2 0.5
H 6.931 -1.460 -4.343 0.1 -0.2 0.3
H 7.605 -0.908 -2.730 0.1 -0.2 -0.3
H 6.349 0.004 -3.539 -0.4 -0.3 0.1
C 1.414 -4.083 -1.312 -0.5 -0.6 -0.2
C -0.137 -4.024 -1.073 0.9 2.3 1.8
O -0.665 -3.219 -0.342 0.3 -2.5 -2.0
N -0.977 -5.130 -1.834 0.2 0.1 -0.1
H -1.167 -4.819 -2.776 -0.6 0.8 -0.5
H -0.267 -5.802 -2.088 0.3 -1.2 0.4
C -2.234 -5.756 -1.129 1.4 1.1 0.5
H 1.699 -3.807 -2.327 -0.5 -0.7 -0.4
H 1.788 -5.064 -1.018 -0.2 -0.5 -0.6
H 2.112 -3.464 -0.749 -1.2 0.7 0.8
H -2.945 -4.947 -0.963 0.2 0.0 0.2
H -1.733 -6.077 -0.216 -0.9 -0.3 0.2
H -2.744 -6.566 -1.652 0.7 0.0 -0.4
C 1.816 0.809 4.457 -1.3 1.7 -1.2
C 2.204 -0.494 4.937 4.3 -1.3 -1.3
O 3.155 -1.059 4.435 -2.4 -0.2 1.6
N 1.535 -1.045 6.188 -0.9 -0.6 -1.0
H 1.917 -0.761 7.079 1.5 -0.1 0.5
H 0.697 -0.486 6.247 -1.2 -0.3 -0.1
C 1.311 -2.574 6.129 1.0 0.5 0.3
H 2.265 1.053 3.494 1.0 -0.5 0.4
H 2.118 1.584 5.160 -0.4 0.1 0.2
H 0.795 0.892 4.084 -0.6 0.0 1.1
H 2.279 -3.020 5.898 0.1 0.2 0.1
H 0.647 -2.830 5.304 -0.2 0.3 0.4
H 1.034 -2.908 7.129 -0.4 0.0 -0.3
C -2.555 4.684 1.917 -0.6 0.5 -1.0
C -2.473 4.323 0.415 1.5 3.9 -1.6
O -2.121 5.095 -0.497 -1.6 -4.1 3.4
N -3.014 2.894 0.091 -2.5 1.8 -1.2
H -2.274 2.212 -0.002 0.9 -0.3 -0.5
H -3.548 2.614 0.901 -0.2 0.0 0.5
C -4.063 2.857 -1.078 -0.3 -0.7 0.4
H -1.958 4.105 2.622 -0.3 -0.4 -0.3
H -3.617 4.722 2.160 -0.3 -0.9 0.3
H -2.378 5.742 2.112 0.8 0.1 -0.7
H -4.895 3.523 -0.845 0.5 0.5 -0.1
H -4.541 1.878 -1.110 0.3 -0.3 0.6
H -3.721 2.949 -2.109 0.7 0.8 0.5
C 2.019 2.661 -4.786 -1.4 0.3 0.6
C 1.697 2.778 -3.322 1.9 -0.1 1.9
O 2.539 2.823 -2.463 -1.6 0.0 -0.8
N 0.220 2.767 -2.796 -0.6 0.7 -2.8
H -0.329 2.199 -3.425 0.0 -0.4 -0.9
H 0.056 2.245 -1.948 0.6 0.5 1.3
C -0.470 4.155 -2.952 1.2 0.0 1.6
H 1.269 3.176 -5.387 0.2 0.1 -0.2
H 1.928 1.601 -5.024 0.3 -0.1 -0.2
H 3.021 3.064 -4.932 -0.2 -0.2 -0.1
H -0.082 4.756 -2.129 0.1 0.1 -0.2
H -1.539 4.095 -2.747 0.1 -0.3 -0.7
H -0.133 4.597 -3.890 -0.5 -0.2 -0.1
C 4.180 3.435 1.044 0.0 1.6 -0.2
C 3.870 3.977 2.419 -1.2 -4.0 1.5
O 3.778 3.217 3.348 0.0 1.5 -0.3
N 3.669 5.436 2.663 0.4 0.2 -0.2
H 3.693 5.838 1.736 0.8 1.0 -0.4
H 2.740 5.710 2.951 -0.8 -0.6 0.6
C 4.655 6.027 3.661 1.2 0.7 0.0
H 4.263 2.358 0.894 0.2 0.1 1.2
H 5.134 3.942 0.903 0.3 -0.2 -1.1
H 3.431 3.698 0.297 0.2 0.8 -0.1
H 4.586 5.671 4.689 -0.6 -0.6 -0.4
H 4.535 7.109 3.726 -0.2 0.0 -0.4
H 5.656 5.803 3.293 -0.1 0.1 0.0
C -4.574 -1.270 1.981 1.1 -1.3 0.5
C -3.704 -2.558 1.781 -2.2 1.7 -2.0
O -3.685 -3.041 0.685 1.1 -0.6 1.6
N -2.957 -3.232 2.955 1.5 1.3 -1.7
H -3.172 -2.827 3.855 -0.6 0.0 0.4
H -3.246 -4.196 2.874 -0.1 -0.7 0.6
C -1.395 -3.168 2.746 -0.5 -1.4 0.2
H -4.701 -0.781 1.015 0.9 0.2 0.0
H -4.135 -0.688 2.792 -0.5 0.4 -0.2
H -5.623 -1.527 2.128 0.0 -0.5 0.9
H -1.192 -3.972 2.038 0.0 0.4 -0.2
H -0.921 -3.503 3.669 -0.4 0.2 0.2
H -0.981 -2.214 2.419 -0.7 0.0 -0.1
C -5.567 -4.843 -4.057 1.0 0.4 0.2
C -5.611 -3.900 -2.897 0.2 -4.3 4.0
O -5.622 -4.353 -1.710 0.1 4.0 -5.3
N -5.484 -2.417 -3.258 0.7 -0.7 1.5
H -5.483 -2.234 -4.252 0.1 -0.5 -0.8
H -6.290 -1.897 -2.941 -0.6 0.2 0.7
C -4.208 -1.892 -2.623 -0.6 2.0 -1.0
H -6.586 -5.009 -4.408 0.0 -0.3 -0.3
H -5.036 -5.734 -3.721 -0.9 -0.4 0.3
H -4.879 -4.535 -4.844 -0.5 0.7 -0.5
H -4.359 -0.815 -2.691 -0.1 0.2 0.8
H -3.375 -1.909 -3.325 0.1 -1.3 0.2
H -4.068 -2.235 -1.598 -0.1 -0.2 -0.4
```
Positions in Å, forces in eV/Å.

Properties
gap between HOMO and LUMO: 10.00 eV
total charge: +7
E_tot: -3341.36915 Ha
2S+1: 1

---

DFT (wB97M-V/def2-TZVPD) results for the ion C6H14NO with charge -1 in a non-equilibrium geometry.

Geometry as XYZ:
```
22
Properties=species:S:1:pos:R:3:forces:R:3
C 0.223 -0.317 3.051 -3.2 -0.2 2.0
C -0.251 0.326 1.814 -3.2 0.5 -2.0
N 0.743 0.288 0.731 0.0 -0.1 0.1
C 0.022 0.165 -0.533 0.7 -0.3 -2.2
C 1.072 0.591 -1.639 -1.5 -1.5 -0.4
C 0.434 1.769 -2.397 0.6 1.3 -0.5
C -0.618 -1.258 -0.815 1.3 0.8 -3.6
O -1.640 -1.598 -0.190 -4.4 -0.7 4.0
H -0.582 -0.930 3.610 0.8 1.5 -0.6
H 0.780 0.283 3.717 0.3 1.1 1.0
H 0.856 -1.076 2.862 2.4 -2.7 -1.3
H -1.199 -0.200 1.367 1.6 0.3 1.2
H -0.715 1.410 1.930 1.5 -1.6 0.1
H 1.377 -0.566 0.701 -1.3 1.2 0.8
H -0.894 0.820 -0.730 1.2 -0.5 1.3
H 1.196 -0.298 -2.284 -0.2 0.3 -0.2
H 2.061 0.697 -1.193 -0.2 0.9 0.0
H -0.301 1.504 -3.191 0.6 -0.4 0.5
H -0.190 2.287 -1.641 0.6 0.4 -0.6
H 1.159 2.505 -2.891 -0.8 -0.9 0.7
H -0.971 -1.172 -1.939 1.2 0.4 -0.1
H 0.044 -2.143 -0.800 1.9 0.2 -0.3
```
Positions in Å, forces in eV/Å.

Properties
SMILES: CCN[C@@H](CC)C[O-]
gap between HOMO and LUMO: 6.15 eV
total charge: -1
E_tot: -366.90634 Ha
2S+1: 1